Record 1
The following is a DFT calculation (ωB97M-V with the def2-TZVPD basis set) of 2 unconnected molecules or ions with the total composition C2H8S3 in a non-equilibrium geometry.

F_max (eV/Å): 2.5
Orbital gap (eV): 8.79
SMILES string: CSS.CS
Total energy (eV): -34708.5431
ΔE to the lowest compared entry with this formula, charge and spin (kcal per mole): 19.70

The geometry in ORCA input format:
```
! wB97M-V def2-TZVPD RIJCOSX def2/J DEFGRID3
* xyz 0 1
C 1.336 0.806 -1.528
S -0.313 1.580 -1.059
S -0.061 3.495 -1.812
H 1.278 1.013 -2.589
H 2.099 1.352 -1.012
H 1.230 -0.265 -1.339
H 1.108 4.131 -1.536
C -1.444 -2.172 2.180
S 0.233 -1.661 1.544
H -1.300 -2.993 2.880
H -2.051 -2.403 1.304
H -1.966 -1.367 2.704
H -0.150 -1.518 0.263
*
```

---

Record 2
The following is a DFT calculation (ωB97M-V with the def2-TZVPD basis set) of 2 unconnected molecules or ions with the total composition C2H8S4 in a non-equilibrium geometry.

F_max (eV/Å): 3.1
Orbital gap (eV): 8.85
SMILES string: CSS.CSS
Total energy (eV): -45544.1386
ΔE to the lowest compared entry with this formula, charge and spin (kcal per mole): 13.88

The geometry in ORCA input format:
```
! wB97M-V def2-TZVPD RIJCOSX def2/J DEFGRID3
* xyz 0 1
C -1.900 0.807 -1.874
S -1.767 0.609 -0.032
S -2.619 -1.348 0.150
H -1.523 -0.129 -2.317
H -2.982 0.985 -2.186
H -1.172 1.629 -2.124
H -1.382 -1.969 0.105
C 2.305 -0.738 0.609
S 1.436 -0.549 2.114
S 1.401 1.278 2.860
H 2.192 -1.766 0.219
H 1.987 -0.066 -0.215
H 3.428 -0.636 0.766
H 0.595 1.893 1.925
*
```

---

Record 3
The following is a DFT calculation (ωB97M-V with the def2-TZVPD basis set) of 2 unconnected molecules or ions with the total composition C2H8S4 in a non-equilibrium geometry.

F_max (eV/Å): 1.1
Orbital gap (eV): 9.49
SMILES string: CSS.CSS
Total energy (eV): -45544.4993
ΔE to the lowest compared entry with this formula, charge and spin (kcal per mole): 5.56

The geometry in ORCA input format:
```
! wB97M-V def2-TZVPD RIJCOSX def2/J DEFGRID3
* xyz 0 1
C 0.106 -2.983 -0.270
S -0.212 -2.840 -2.043
S 1.104 -1.314 -2.666
H 0.027 -1.979 0.179
H 1.114 -3.382 -0.067
H -0.637 -3.642 0.209
H 0.436 -0.223 -2.232
C -1.061 3.005 1.087
S 0.731 2.976 0.701
S 1.268 1.060 1.358
H -1.161 2.871 2.177
H -1.521 2.139 0.582
H -1.610 3.916 0.792
H 1.416 0.396 0.192
*
```

---

Record 4
The following is a DFT calculation (ωB97M-V with the def2-TZVPD basis set) of 2 unconnected molecules or ions with the total composition C2H8S4.

F_max (eV/Å): 0.7
Orbital gap (eV): 9.35
SMILES string: CSS.CSS
Total energy (eV): -45544.6921
ΔE to the lowest compared entry with this formula, charge and spin (kcal per mole): 1.12

The geometry in ORCA input format:
```
! wB97M-V def2-TZVPD RIJCOSX def2/J DEFGRID3
* xyz 0 1
C -1.147 -2.183 1.164
S -1.705 -0.535 0.627
S -1.394 0.628 2.277
H -0.240 -2.062 1.756
H -1.900 -2.633 1.796
H -0.961 -2.746 0.254
H -0.156 1.065 1.976
C 1.960 1.115 -1.067
S 0.616 2.323 -1.019
S -0.515 1.689 -2.588
H 2.369 1.045 -0.070
H 1.532 0.168 -1.363
H 2.680 1.424 -1.809
H -1.137 0.701 -1.934
*
```

---

Record 5
The following is a DFT calculation (ωB97M-V with the def2-TZVPD basis set) of 2 unconnected molecules or ions with the total composition C2H8SSi in a non-equilibrium geometry.

F_max (eV/Å): 3.5
Orbital gap (eV): 8.05
Total energy (eV): -20914.0819
ΔE to the lowest compared entry with this formula, charge and spin (kcal per mole): 66.92

The geometry in ORCA input format:
```
! wB97M-V def2-TZVPD RIJCOSX def2/J DEFGRID3
* xyz 0 1
C 0.943 1.489 -0.031
C 0.474 -1.673 0.319
Si -0.231 0.131 -0.159
S -2.082 0.525 0.932
H 1.650 1.585 -0.849
H 0.387 2.387 -0.217
H 1.549 1.446 0.974
H 1.372 -1.694 1.045
H -0.315 -2.300 0.817
H 0.777 -2.093 -0.659
H -1.597 0.257 -2.312
H -2.927 -0.060 0.140
*
```

---

Record 6
The following is a DFT calculation (ωB97M-V with the def2-TZVPD basis set) of 2 unconnected molecules or ions with the total composition C2H8Si2 in a non-equilibrium geometry.

F_max (eV/Å): 3.8
Orbital gap (spin up / spin down) (eV): 6.92 / 8.05
Total energy (eV): -17951.8118
ΔE to the lowest compared entry with this formula, charge and spin (kcal per mole): 17.70
<S²>: 2.0127

The geometry in ORCA input format:
```
! wB97M-V def2-TZVPD RIJCOSX def2/J DEFGRID3
* xyz 0 3
C -0.536 -1.662 0.649
C -0.380 -0.389 0.346
Si -1.698 0.713 -0.356
Si 2.121 0.558 0.037
H 0.234 -2.408 0.798
H -1.604 -2.086 0.539
H -1.688 1.927 0.338
H -3.001 0.130 -0.538
H -0.931 0.852 -1.602
H 3.332 -0.291 0.459
H 1.913 0.690 -1.333
H 2.240 1.966 0.663
*
```

---

Which of these has the lowest F_max? number 4

---

Which value of F_max does entry 3 give? 1.1 eV/Å

---

Repeat the third record exactly.
The following is a DFT calculation (ωB97M-V with the def2-TZVPD basis set) of 2 unconnected molecules or ions with the total composition C2H8S4 in a non-equilibrium geometry.

F_max (eV/Å): 1.1
Orbital gap (eV): 9.49
SMILES string: CSS.CSS
Total energy (eV): -45544.4993
ΔE to the lowest compared entry with this formula, charge and spin (kcal per mole): 5.56

The geometry in ORCA input format:
```
! wB97M-V def2-TZVPD RIJCOSX def2/J DEFGRID3
* xyz 0 1
C 0.106 -2.983 -0.270
S -0.212 -2.840 -2.043
S 1.104 -1.314 -2.666
H 0.027 -1.979 0.179
H 1.114 -3.382 -0.067
H -0.637 -3.642 0.209
H 0.436 -0.223 -2.232
C -1.061 3.005 1.087
S 0.731 2.976 0.701
S 1.268 1.060 1.358
H -1.161 2.871 2.177
H -1.521 2.139 0.582
H -1.610 3.916 0.792
H 1.416 0.396 0.192
*
```

---

total energy of number 1 (C2H8S3)? -34708.5431 eV